one) 15
Properties=species:S:1:pos:R:3:nbo_charge:R:1 method="wB97M-V/def2-TZVPD" total_charge=0 homo_ev=-9.70
C -0.00010 0.57123 2.25361 0.253
C 0.78846 0.26196 1.22373 -0.286
C 0.30476 0.29616 -0.19571 -0.417
C -0.50704 -0.93105 -0.58585 -0.159
C -1.64037 -0.83399 -1.29876 -0.383
C 1.40271 0.51612 -1.23809 0.456
H 0.29912 0.53803 3.30398 0.171
H 1.77091 -0.05026 1.51344 0.241
H -0.44933 1.08265 -0.29702 0.241
H -0.07651 -1.92940 -0.46042 0.208
H -2.08709 0.11628 -1.54830 0.191
H -2.18041 -1.72217 -1.61622 0.205
H 1.08988 0.63904 -2.29282 0.128
O 2.56028 0.51155 -0.89014 -0.514
F -1.27528 0.93386 2.12859 -0.335

=====

two) 15
Properties=species:S:1:pos:R:3:nbo_charge:R:1 method="wB97M-V/def2-TZVPD" total_charge=0 smiles="C[C@H]1[C@H](F)[C@@H]1C=C=O" homo_ev=-8.69
C -1.51744 -0.46497 1.07015 -0.557
C -0.51641 0.23182 0.28777 -0.240
C -2.49180 0.14313 1.69389 0.732
C 0.91634 0.21124 0.63490 0.187
C 0.55431 -0.52241 -0.62142 -0.256
C 1.18596 0.09286 -1.87586 -0.600
O -3.41267 0.69336 2.11822 -0.442
F 1.22721 -0.56032 1.81338 -0.376
H -1.26615 -1.51687 1.32544 0.273
H -0.93540 1.28345 -0.02889 0.226
H 1.51047 1.03944 0.63287 0.180
H 0.53260 -1.64135 -0.66196 0.240
H 0.50545 0.51093 -2.54509 0.212
H 1.93636 -0.49641 -2.46682 0.228
H 1.77116 0.99610 -1.37658 0.193

=====

Which of them is least stable? Easy: two).

=====

one) 10
Properties=species:S:1:pos:R:3:nbo_charge:R:1 method="wB97M-V/def2-TZVPD" total_charge=0 smiles="O=CN/C=C/Cl" homo_ev=-9.05
C -0.69565 -0.00032 0.09800 -0.289
C 0.03839 1.07963 -0.14420 -0.068
C 2.25474 -0.21894 0.01685 0.532
H -0.12641 -0.92223 0.37373 0.257
H -0.38446 2.10742 -0.36773 0.221
H 1.97852 1.90116 0.17039 0.414
H 3.40151 -0.08538 -0.08743 0.120
N 1.51883 0.96606 0.11808 -0.645
O 1.85534 -1.34966 -0.08657 -0.585
Cl -2.34874 -0.24284 -0.00276 0.044

=====

two) 10
Properties=species:S:1:pos:R:3:nbo_charge:R:1 method="wB97M-V/def2-TZVPD" total_charge=0 smiles="CC(=O)Cl.C#N" homo_ev=-11.29
C 0.81599 -0.96691 -3.73687 0.074
C -0.47874 0.31651 0.95605 -0.742
C 0.34947 0.15719 -0.27362 0.589
N 0.01967 -0.73133 -4.52653 -0.318
O 0.76807 1.07284 -0.86797 -0.479
Cl 0.46966 -1.60453 -0.67069 -0.118
H -0.95968 1.22524 0.92010 0.244
H 0.21824 0.63868 1.82070 0.266
H 1.53960 -1.18787 -2.99399 0.233
H -1.20119 -0.56623 1.02019 0.251

=====

Which of them is least stable? Easy: two).

=====

one) 7
Properties=species:S:1:pos:R:3:nbo_charge:R:1 method="wB97M-V/def2-TZVPD" total_charge=0 smiles=C#CC homo_ev=-10.02
C -0.97261 -0.00786 -0.02328 -0.689
C 0.50972 -0.00378 -0.04660 0.014
C 1.71034 -0.01470 -0.03360 -0.280
H -1.37459 -0.87446 -0.54283 0.238
H -1.36487 0.93002 -0.45247 0.238
H -1.29811 -0.05578 1.03338 0.237
H 2.79012 0.02656 0.06539 0.242

=====

two) 7
Properties=species:S:1:pos:R:3:nbo_charge:R:1 method="wB97M-V/def2-TZVPD" total_charge=0 smiles=C#CC homo_ev=-9.34
C 0.92490 1.16253 -0.91687 -0.293
C 0.26784 0.23573 -0.24859 0.021
C -0.63043 -0.44651 0.64880 -0.700
H 1.60190 1.31299 -1.73734 0.234
H -1.18973 -0.00629 1.35530 0.244
H -1.11281 -1.15535 -0.11500 0.245
H 0.13833 -1.10309 1.01370 0.248

=====

Which of them is least stable? Easy: two).

=====

one) 100
Properties=species:S:1:pos:R:3:lowdin_charge:R:1 method="wB97M-V/def2-TZVPD" total_charge=0 smiles=c1cc[nH]c1.c1cc[nH]c1.c1cc[nH]c1.c1cc[nH]c1.c1cc[nH]c1.c1cc[nH]c1.c1cc[nH]c1.c1cc[nH]c1.c1cc[nH]c1.c1cc[nH]c1 homo_ev=-7.24
N 2.46989 0.41168 -0.20247 -0.054
C 3.49977 -0.68317 0.07078 -0.056
C 4.82464 -0.03908 -0.08567 -0.076
C 4.55646 1.44435 -0.47062 -0.048
C 3.01209 1.60165 -0.41512 -0.166
H 1.39660 0.22475 -0.24920 0.112
H 3.20567 -1.66081 0.22281 0.030
H 5.83869 -0.48676 0.01946 0.080
H 5.21425 2.22159 -0.79606 0.043
H 2.40025 2.57617 -0.66396 0.138
N 2.80653 1.25504 2.58403 -0.035
C 3.99089 1.03169 3.32517 -0.096
C 3.72492 1.64061 4.63276 -0.125
C 2.39641 2.24590 4.54732 -0.118
C 1.77611 1.93581 3.17452 -0.108
H 2.72881 0.91709 1.57026 0.085
H 4.87094 0.64981 2.86477 0.078
H 4.53601 1.87440 5.29196 0.060
H 1.49755 2.88243 5.16212 0.128
H 0.85415 2.22358 2.75280 0.038
N 3.90637 1.40347 -5.91203 -0.078
C 2.83713 2.08452 -6.37184 -0.146
C 1.64424 1.57388 -5.54717 -0.053
C 2.29000 0.61755 -4.48933 -0.078
C 3.66773 0.58081 -4.80691 -0.137
H 4.80525 1.59147 -6.32696 0.135
H 2.92042 2.63935 -7.37538 0.118
H 0.45108 1.83288 -5.80241 0.102
H 1.84887 0.15957 -3.71832 0.012
H 4.64751 0.07089 -4.41513 0.139
N -0.01944 -0.93998 0.88913 -0.014
C -0.61752 0.25950 0.76564 -0.176
C -1.12060 0.43599 -0.63376 -0.058
C -0.48856 -0.68451 -1.37724 -0.050
C 0.09299 -1.64548 -0.33615 -0.070
H 0.21230 -1.32888 1.85789 0.121
H -0.85972 0.85785 1.68927 0.104
H -1.53357 1.32094 -1.02437 0.007
H -0.52002 -0.98735 -2.53854 0.090
H 0.59227 -2.43241 -0.54494 0.016
N -2.60875 2.69024 -4.96959 -0.085
C -3.27569 3.77071 -4.50126 -0.099
C -2.60731 4.20072 -3.12732 0.000
C -1.67071 2.98343 -2.86837 -0.059
C -1.65864 2.10699 -4.18510 -0.112
H -2.57741 2.16421 -5.93585 0.208
H -4.05441 4.25372 -4.99271 0.059
H -2.84773 4.85257 -2.43434 -0.010
H -0.94705 3.12165 -1.99613 0.069
H -1.03725 1.28371 -4.41221 0.041
N -0.87692 -1.51717 6.07778 -0.079
C -2.03352 -2.02532 5.50037 -0.093
C -2.46754 -0.79432 4.51330 -0.082
C -1.57745 0.26073 4.77423 -0.077
C -0.48726 -0.32902 5.70404 -0.125
H -0.18601 -2.13030 6.68003 0.218
H -2.56912 -2.90627 5.80851 0.074
H -3.49708 -1.12068 3.82897 0.141
H -1.68095 1.13987 4.26805 0.026
H 0.33119 0.16400 6.03628 0.061
N -0.35355 -4.38727 -5.37361 -0.069
C -1.37725 -4.22294 -4.39947 -0.089
C -1.60102 -2.75034 -4.13543 -0.071
C -0.53782 -2.12192 -4.94013 -0.095
C 0.26820 -3.22577 -5.65874 -0.127
H 0.05115 -5.31629 -5.87542 0.218
H -1.83378 -5.08023 -4.32954 0.021
H -2.23488 -2.35396 -3.31716 0.084
H -0.32362 -1.05884 -4.93305 0.036
H 1.17799 -3.22220 -6.26005 0.093
N -2.48049 3.92757 2.35953 -0.083
C -1.63481 4.36811 3.28119 -0.115
C -0.26346 4.59311 2.56433 -0.046
C -0.50378 4.00989 1.18424 -0.093
C -1.96928 3.66093 1.11833 -0.145
H -3.49791 3.61371 2.61928 0.203
H -1.91167 4.33829 4.26122 0.062
H 0.49708 4.95297 3.13984 0.028
H 0.40135 4.06610 0.32895 0.131
H -2.68273 3.38950 0.32201 0.099
N -5.44183 -3.12436 0.83947 -0.044
C -4.95565 -1.92011 1.24076 -0.124
C -3.45156 -1.97892 1.12732 -0.087
C -3.18382 -3.36294 0.70148 -0.100
C -4.46824 -4.06443 0.52326 -0.107
H -6.39016 -3.15285 0.72541 0.102
H -5.64674 -1.05768 1.50549 0.117
H -2.76753 -1.14539 1.32804 0.051
H -2.09776 -3.84816 0.60602 0.109
H -4.74188 -5.09199 0.49745 0.080
N 0.34282 -2.59150 3.41479 -0.067
C 1.60874 -2.03896 3.48477 -0.084
C 2.41096 -2.91718 2.53240 -0.101
C 1.49637 -3.86949 1.88307 -0.091
C 0.16460 -3.64857 2.58385 -0.121
H -0.46061 -2.26876 3.81027 0.036
H 1.95900 -1.19373 4.19319 0.122
H 3.42194 -2.79881 2.14035 0.066
H 1.76750 -4.79340 1.11881 0.137
H -0.78359 -4.15943 2.70166 0.098

=====

two) 100
Properties=species:S:1:pos:R:3:lowdin_charge:R:1 method="wB97M-V/def2-TZVPD" total_charge=0 smiles=c1cc[nH]c1.c1cc[nH]c1.c1cc[nH]c1.c1cc[nH]c1.c1cc[nH]c1.c1cc[nH]c1.c1cc[nH]c1.c1cc[nH]c1.c1cc[nH]c1.c1cc[nH]c1 homo_ev=-8.05
N -2.18392 3.79565 -4.72124 0.000
C -1.76767 5.02516 -5.18000 -0.130
C -0.41930 5.12710 -4.89788 -0.108
C -0.03324 3.93018 -4.24644 -0.128
C -1.13213 3.11307 -4.17961 -0.143
H -3.13420 3.47826 -4.69940 0.140
H -2.46032 5.62603 -5.74359 0.102
H 0.21687 5.94405 -5.19369 0.089
H 0.99554 3.78153 -3.95909 0.083
H -1.28380 2.18594 -3.65185 0.101
N 2.64132 4.38660 1.03931 -0.001
C 2.15351 3.78620 -0.11184 -0.122
C 0.88433 4.23991 -0.29936 -0.134
C 0.59498 5.19942 0.65177 -0.114
C 1.71475 5.29151 1.48159 -0.137
H 3.62273 4.32409 1.23939 0.143
H 2.67708 2.99656 -0.62582 0.093
H 0.34393 3.86902 -1.16020 0.086
H -0.25019 5.85170 0.79005 0.090
H 1.89865 5.95031 2.31288 0.110
N -0.89602 -5.53456 0.77921 0.028
C -0.17593 -4.59226 1.45767 -0.148
C 0.74226 -5.26013 2.23569 -0.119
C 0.59239 -6.63803 1.93995 -0.114
C -0.33473 -6.77336 0.92399 -0.137
H -1.57840 -5.29085 0.06927 0.095
H -0.39086 -3.54917 1.29018 0.092
H 1.43685 -4.89383 2.97167 0.071
H 1.24949 -7.38554 2.35993 0.090
H -0.64916 -7.60319 0.31681 0.107
N -0.08899 -0.68280 1.27811 0.035
C 0.90790 -1.01560 0.38789 -0.135
C 0.73004 -0.25982 -0.73488 -0.108
C -0.32149 0.65288 -0.46739 -0.098
C -0.89295 0.28015 0.73167 -0.165
H -0.16058 -1.06729 2.20869 0.127
H 1.53444 -1.86362 0.60979 0.106
H 1.38500 -0.30180 -1.59282 0.082
H -0.63286 1.49914 -1.05995 0.087
H -1.74199 0.73224 1.21779 0.090
N 0.74991 -0.24282 4.94084 0.018
C -0.33053 -0.88928 5.44195 -0.146
C -0.01599 -2.22461 5.45912 -0.113
C 1.11399 -2.39040 4.64312 -0.126
C 1.59745 -1.12629 4.30939 -0.122
H 0.86137 0.75394 4.84953 0.083
H -1.24160 -0.46978 5.83686 0.108
H -0.59282 -3.06944 5.80248 0.094
H 1.61314 -3.33085 4.46254 0.073
H 2.43366 -0.75365 3.74522 0.105
N 2.91355 -0.35045 -4.51756 0.015
C 3.85070 -0.71089 -3.59302 -0.149
C 4.04962 0.37003 -2.75778 -0.131
C 3.25972 1.43763 -3.21713 -0.123
C 2.56327 0.95770 -4.30919 -0.134
H 2.79169 -0.83735 -5.38610 0.145
H 4.44536 -1.60736 -3.65110 0.110
H 4.85677 0.37534 -2.04153 0.093
H 3.49400 2.42464 -2.84994 0.086
H 1.91128 1.44244 -5.01782 0.101
N 0.26484 2.38747 3.12435 0.050
C 1.30364 2.97153 3.80478 -0.146
C 0.89371 3.23767 5.08445 -0.103
C -0.42873 2.72017 5.23785 -0.104
C -0.76112 2.21592 4.00894 -0.180
H 0.26164 1.99515 2.19537 0.123
H 2.14730 3.29228 3.22023 0.088
H 1.51532 3.68928 5.84064 0.095
H -0.96080 2.78628 6.17052 0.097
H -1.58363 1.59900 3.67623 0.099
N -4.34024 2.43023 0.44781 0.011
C -3.34749 2.96102 1.25680 -0.139
C -2.64767 3.86777 0.50833 -0.096
C -3.37643 4.09986 -0.70002 -0.086
C -4.38129 3.16057 -0.68854 -0.166
H -5.04932 1.77708 0.71684 0.141
H -3.19524 2.52494 2.23197 0.088
H -1.80571 4.50070 0.73301 0.058
H -3.20882 4.85018 -1.45203 0.091
H -5.22143 2.99070 -1.35051 0.107
N -2.02650 -2.18058 -0.89315 0.037
C -3.25579 -2.13339 -0.30449 -0.134
C -3.85210 -3.34540 -0.50028 -0.108
C -2.94927 -4.13255 -1.24974 -0.147
C -1.80772 -3.40800 -1.46523 -0.124
H -1.26032 -1.52227 -0.90605 0.089
H -3.62709 -1.24853 0.18380 0.098
H -4.79332 -3.62009 -0.05214 0.092
H -3.13986 -5.13956 -1.59750 0.099
H -0.91835 -3.56999 -2.05383 0.103
N 1.75263 -4.79567 -1.16384 0.042
C 1.86757 -3.69840 -1.96914 -0.149
C 1.55128 -4.06971 -3.26189 -0.128
C 1.28079 -5.44698 -3.23945 -0.121
C 1.36008 -5.86389 -1.92906 -0.142
H 1.67024 -4.87229 -0.15871 0.112
H 2.18798 -2.74280 -1.59020 0.085
H 1.52786 -3.46678 -4.15530 0.085
H 1.01315 -6.04150 -4.09803 0.090
H 1.22227 -6.87280 -1.58089 0.100

=====

Which of them is least stable? Easy: one).

=====

one) 13
Properties=species:S:1:pos:R:3:nbo_charge:R:1 method="wB97M-V/def2-TZVPD" total_charge=+1 homo_ev="-15.09 / -11.52"
C -0.89808 1.36990 1.98511 -0.653
C 0.36884 -0.57528 -3.75742 -0.333
N 0.76988 -0.98739 1.81944 -0.979
O -0.51474 -0.36075 -0.23232 -0.774
S -0.70661 -0.46695 1.18113 1.577
H 0.03421 1.82026 1.98388 0.245
H -1.21933 1.41341 3.06337 0.267
H -1.67004 1.76423 1.39553 0.250
H -0.14017 -0.82259 -2.84355 0.169
H 0.43601 -1.35712 -4.46899 0.173
H 0.96799 0.29151 -3.93436 0.179
H 1.44931 -1.21537 1.07214 0.442
H 1.12274 -0.87386 2.73604 0.437

=====

two) 13
Properties=species:S:1:pos:R:3:nbo_charge:R:1 method="wB97M-V/def2-TZVPD" total_charge=+1 homo_ev="-13.56 / -13.08"
C 1.54883 -0.52935 0.51995 -0.433
C 0.15041 1.38804 0.21844 -0.110
N 0.54687 0.10296 -0.38392 -0.572
O -2.18313 -0.84914 -0.66725 -0.872
S -3.14351 0.46368 -0.32152 0.380
H 1.30144 -0.13029 1.49870 0.237
H 1.63870 -1.64276 0.29493 0.252
H 2.53071 -0.26050 0.16926 0.235
H 0.11275 1.41309 1.32335 0.198
H -0.66316 1.97249 -0.33553 0.227
H -0.22005 -0.50327 -0.39106 0.466
H 1.13179 0.26745 -1.25471 0.464
H -2.75164 -1.69242 -0.67063 0.528

=====

Which of them is least stable? Easy: one).

=====

one) 24
Properties=species:S:1:pos:R:3:nbo_charge:R:1 method="wB97M-V/def2-TZVPD" total_charge=0 smiles="NCCC=O.O.O.O.O" homo_ev=-9.40
C -0.34026 1.77581 -0.33065 -0.222
C -0.48431 0.43188 -1.05361 -0.556
C -0.34490 0.60043 -2.56397 0.472
O 0.50338 -0.00134 -3.17453 -0.559
N 0.31144 1.68347 0.98226 -0.829
H -1.35693 2.15297 -0.20469 0.204
H 0.24934 2.47915 -0.92147 0.187
H -1.41751 -0.09294 -0.78135 0.233
H 0.12864 -0.36018 -0.59725 0.231
H -1.07163 1.27017 -3.04804 0.125
H 1.11725 1.09876 0.85149 0.362
H -0.29875 1.32401 1.70202 0.365
H -1.35544 2.80895 2.47693 0.478
H -2.65601 2.06979 2.91802 0.468
O -2.29422 2.91789 2.66740 -0.946
H 1.37623 -2.69639 -0.15362 0.503
H 0.39898 -3.75613 0.30329 0.480
O 0.98783 -3.08004 0.64984 -0.983
H 0.86404 -1.50478 1.73564 0.503
H 0.14993 -1.49811 3.15707 0.474
O 0.54752 -0.96066 2.47456 -0.989
H 1.13176 -1.67430 -2.58916 0.505
H 2.35760 -2.59081 -2.44144 0.479
O 1.49602 -2.39761 -2.05876 -0.988

=====

two) 24
Properties=species:S:1:pos:R:3:nbo_charge:R:1 method="wB97M-V/def2-TZVPD" total_charge=0 smiles="CCC(N)=O.O.O.O.O" homo_ev=-9.86
C 2.02253 0.18878 -1.19843 -0.618
C 0.73387 0.42876 -1.96571 -0.500
C -0.41722 -0.37136 -1.36039 0.714
N -0.25300 -1.74390 -1.46364 -0.843
O -1.43677 0.09739 -0.90337 -0.650
H 2.02971 0.65058 -0.20343 0.228
H 2.15646 -0.89400 -1.05392 0.218
H 2.95370 0.35728 -1.73733 0.217
H 0.72633 -0.06144 -2.97594 0.216
H 0.31534 1.46418 -2.08001 0.229
H 0.49653 -2.21832 -1.93067 0.393
H -1.11639 -2.25895 -1.42400 0.402
H 0.36964 2.09098 1.83382 0.482
H -0.49790 0.87760 2.07173 0.505
O 0.41358 1.12775 1.88810 -0.969
H 2.23665 -1.25279 2.79066 0.469
H 1.50776 -0.25023 1.75657 0.503
O 1.78507 -1.16533 1.95261 -0.992
H -2.04807 1.52251 0.30615 0.513
H -1.85521 2.93182 0.96234 0.475
O -1.92103 1.99118 1.14590 -0.993
H -3.05496 -0.40131 1.25404 0.486
H -2.17559 -1.78692 1.29309 0.483
O -2.97103 -1.32428 1.04184 -0.967

=====

Which of them is least stable? Easy: one).